Record 1
# C30H43N5O10P2RhS2

C30H43N5O10P2RhS2 as an isolated structure at a distorted geometry (the ωB97M-V functional and the def2-TZVPD basis, OMol25).

expectation value of S²	6.03
electronic energy	-3784.78690	a.u.
relative energy (zero: lowest compared OMol25 entry of this formula, charge and spin)	26.5	kcal per mole
2S+1	5
net charge	+1
HOMO-LUMO gap (alpha / beta)	8.33 / 5.13	eV
highest occupied orbital energy (alpha / beta)	-11.0 / -11.0	eV

Geometry (Å):
Rh (-0.211, 0.788, -0.631)
S (-1.177, 2.627, -3.803)
S (-2.707, 4.105, -1.390)
P (1.119, 4.101, -0.918)
P (2.800, 1.956, -2.084)
O (2.673, 2.312, -3.595)
O (0.065, 2.140, -4.342)
O (-1.795, -0.931, -1.663)
O (1.880, 0.866, -1.641)
O (-1.350, 4.054, -3.661)
O (1.029, 4.136, -2.529)
O (0.267, 3.004, -0.316)
O (3.763, 4.366, -1.394)
O (0.958, 5.424, -0.304)
O (4.310, 1.453, -2.077)
N (-1.428, 1.882, -2.356)
N (0.337, 0.580, 1.572)
N (0.671, -1.216, -0.275)
N (-5.990, 0.085, -6.018)
N (-2.211, 1.857, -0.203)
C (1.402, -2.914, 1.206)
C (-3.615, 0.088, -5.734)
C (-0.896, 0.181, 6.385)
C (0.110, 1.564, 2.426)
C (-3.173, 3.883, 0.247)
C (-3.789, 2.556, -4.481)
C (-2.471, 0.687, -5.257)
C (2.854, 3.435, -0.939)
C (0.900, -1.537, 6.175)
C (2.163, -5.180, 0.406)
C (0.944, -1.998, -1.302)
C (0.442, 0.106, 4.308)
C (-2.998, -1.363, -1.049)
C (0.150, 1.371, 3.794)
C (1.660, -3.777, 0.140)
C (1.526, 0.859, 6.404)
C (3.479, -5.094, 1.188)
C (1.104, -5.925, 1.229)
C (1.424, -3.287, -1.142)
C (0.678, -0.912, 3.389)
C (-2.811, 2.648, 0.703)
C (-4.936, 1.957, -4.948)
C (2.417, -5.961, -0.884)
C (3.219, 2.989, 0.458)
C (-2.564, 1.926, -4.644)
C (0.910, -1.637, 0.973)
C (-2.050, 2.482, -1.371)
C (-4.868, 0.704, -5.581)
C (0.629, -0.645, 2.024)
C (0.495, -0.108, 5.805)
H (4.654, 1.251, -1.206)
H (0.168, -5.985, 0.677)
H (-1.503, 0.225, -5.368)
H (0.895, -1.912, 3.723)
H (3.878, -6.091, 1.337)
H (-3.804, 3.522, -4.000)
H (0.910, -5.427, 2.174)
H (-3.559, -0.865, -6.232)
H (-5.922, -0.759, -6.558)
H (0.244, 4.563, -2.906)
H (2.922, 3.779, 1.148)
H (-5.890, 2.445, -4.823)
H (1.609, 0.687, 7.473)
H (1.611, -3.883, -2.020)
H (4.210, -4.511, 0.634)
H (-0.084, 2.534, 1.986)
H (1.505, -6.077, -1.465)
H (2.782, -6.953, -0.634)
H (-3.637, -1.866, -1.779)
H (-6.867, 0.570, -6.001)
H (3.342, -4.635, 2.162)
H (4.292, 2.839, 0.558)
H (0.771, -1.574, -2.282)
H (1.879, -1.782, 5.768)
H (-1.191, 1.212, 6.210)
H (1.444, -6.936, 1.439)
H (-2.964, 2.290, 1.704)
H (3.172, -5.474, -1.496)
H (2.681, 2.076, 0.713)
H (-2.720, -2.073, -0.270)
H (1.753, 2.264, -3.933)
H (3.398, 4.831, -2.158)
H (-2.014, -0.332, -2.391)
H (-3.541, -0.528, -0.600)
H (0.962, -1.624, 7.256)
H (2.503, 0.698, 5.954)
H (1.599, -3.228, 2.218)
H (-0.040, 2.211, 4.441)
H (-1.641, -0.471, 5.935)
H (1.242, 1.895, 6.249)
H (-3.669, 4.663, 0.787)
H (0.166, -2.260, 5.826)
H (-0.890, 0.007, 7.457)

=====

Record 2
# C30H44B3F30N8O18S6

A 13-piece molecular cluster, C30H44B3F30N8O18S6 overall at a distorted geometry (the ωB97M-V functional and the def2-TZVPD basis, OMol25).

electronic energy	-8421.79229	a.u.
net charge	-5
HOMO-LUMO gap	2.05	eV
highest occupied orbital energy	1.2	eV

Geometry (Å):
S (-13.566, -11.147, -12.143)
S (-3.869, -12.726, -12.697)
S (-8.346, -20.467, -19.464)
S (-14.023, -17.399, -21.498)
S (-7.900, -15.763, -24.495)
S (-12.571, -8.288, -20.332)
F (-13.832, -15.291, -19.833)
F (-7.766, -22.071, -17.455)
F (-6.191, -6.388, -9.578)
F (-13.518, -10.719, -19.631)
F (-4.543, -8.608, -16.344)
F (-9.098, -23.043, -18.954)
F (-1.778, -13.865, -11.541)
F (-2.266, -8.255, -16.240)
F (-9.957, -21.498, -17.709)
F (-0.803, -11.224, -19.587)
F (-3.540, -8.064, -14.390)
F (-6.930, -16.272, -26.898)
F (-15.026, -9.110, -19.393)
F (-14.586, -9.889, -21.413)
F (-3.781, -14.200, -10.523)
F (-16.247, -11.165, -12.353)
F (-15.571, -11.478, -10.360)
F (-8.741, -15.217, -27.088)
F (-3.250, -15.202, -12.317)
F (-5.658, -5.845, -11.625)
F (-15.440, -13.109, -11.744)
F (-3.736, -6.569, -15.919)
F (-6.888, -14.160, -26.440)
F (-2.511, -12.128, -20.813)
F (-12.421, -16.819, -19.459)
F (-6.521, -7.854, -11.077)
F (-2.431, -9.874, -20.227)
F (-12.208, -15.522, -21.271)
F (-2.664, -11.429, -18.679)
F (-7.918, -6.171, -10.966)
O (-12.572, -11.484, -11.104)
O (-14.375, -16.615, -22.687)
O (-13.140, -7.149, -21.030)
O (-12.037, -7.885, -19.023)
O (-7.012, -20.790, -20.015)
O (-8.384, -19.266, -18.621)
O (-2.970, -12.583, -13.867)
O (-13.725, -9.680, -12.210)
O (-3.759, -11.459, -11.922)
O (-13.283, -11.705, -13.478)
O (-9.415, -20.447, -20.530)
O (-13.022, -18.455, -21.893)
O (-6.666, -16.232, -23.910)
O (-5.201, -13.189, -13.025)
O (-11.646, -9.034, -21.220)
O (-8.907, -16.784, -24.506)
O (-15.111, -17.828, -20.669)
O (-8.325, -14.516, -23.845)
N (-7.344, -13.420, -18.065)
N (-7.968, -2.120, -14.559)
N (-8.171, 0.124, -14.485)
N (-10.430, -17.110, -13.091)
N (-15.920, -2.645, -13.977)
N (-15.108, -4.726, -14.444)
N (-8.482, -11.925, -16.781)
N (-8.455, -17.969, -13.469)
C (-8.666, -13.711, -18.197)
C (-6.207, -14.141, -18.601)
C (-9.372, -12.815, -17.347)
C (-8.827, -10.717, -16.027)
C (-12.798, -16.535, -13.600)
C (-9.648, -18.143, -12.789)
C (-8.263, 1.481, -15.005)
C (-8.212, -10.794, -14.600)
C (-9.682, -16.195, -13.783)
C (-8.403, -1.017, -15.230)
C (-7.205, -12.352, -17.160)
C (-7.390, -1.688, -13.348)
C (-3.067, -14.101, -11.681)
C (-14.081, -9.616, -20.145)
C (-7.975, -3.522, -15.101)
C (-7.379, -18.995, -13.643)
C (-16.004, -3.730, -14.798)
C (-16.750, -1.433, -14.085)
C (-11.818, -17.048, -12.554)
C (-7.642, -0.309, -13.237)
C (-14.970, -6.074, -15.000)
C (-14.475, -4.302, -13.267)
C (-9.368, -4.041, -15.469)
C (-15.022, -3.013, -12.978)
C (-8.816, -21.868, -18.296)
C (-15.343, -11.838, -11.626)
C (-8.467, -16.703, -14.054)
C (-17.720, -1.245, -12.934)
C (-7.616, -15.293, -26.361)
C (-13.036, -16.161, -20.428)
B (-2.097, -11.178, -19.883)
B (-3.512, -7.933, -15.744)
B (-6.620, -6.536, -10.832)
H (-12.676, -15.490, -13.883)
H (-10.032, -15.218, -14.080)
H (-6.985, -19.255, -12.660)
H (-9.033, -14.574, -18.733)
H (-12.736, -17.169, -14.484)
H (-8.287, -11.818, -14.233)
H (-7.667, -19.952, -14.078)
H (-17.282, -1.459, -15.036)
H (-9.258, 1.895, -15.169)
H (-15.590, -6.718, -14.376)
H (-14.921, -2.345, -12.135)
H (-9.925, -18.964, -12.145)
H (-13.947, -6.441, -15.077)
H (-8.483, -9.892, -16.651)
H (-6.570, -18.721, -14.320)
H (-9.911, -10.768, -16.125)
H (-17.169, -1.132, -12.001)
H (-7.229, -10.321, -14.605)
H (-6.876, -2.379, -12.697)
H (-13.855, -16.649, -13.359)
H (-13.825, -4.913, -12.659)
H (-6.049, -13.802, -19.624)
H (-12.181, -17.989, -12.140)
H (-9.806, -3.637, -16.382)
H (-15.472, -6.095, -15.967)
H (-18.333, -0.361, -13.111)
H (-8.982, -1.074, -16.140)
H (-6.392, -15.210, -18.500)
H (-7.496, -4.123, -14.328)
H (-6.294, -11.847, -16.873)
H (-7.294, -3.524, -15.952)
H (-8.737, -10.215, -13.841)
H (-7.815, 2.189, -14.308)
H (-7.571, -16.346, -14.540)
H (-7.363, 0.379, -12.453)
H (-9.242, -5.119, -15.564)
H (-16.087, -0.574, -14.192)
H (-5.291, -13.938, -18.047)
H (-16.721, -3.771, -15.604)
H (-10.428, -12.725, -17.140)
H (-18.289, -2.147, -12.708)
H (-11.730, -16.404, -11.679)
H (-10.090, -3.806, -14.686)
H (-7.762, 1.462, -15.973)

=====

Record 3
# C30H44BN10ORbSi2

C30H44BN10ORbSi2 as an isolated structure at a distorted geometry (the ωB97M-V functional and the def2-TZVPD basis, OMol25).

expectation value of S²	0.75
electronic energy	-2420.40283	a.u.
relative energy (zero: lowest compared OMol25 entry of this formula, charge and spin)	15.5	kcal per mole
2S+1	2
net charge	-1
HOMO-LUMO gap (alpha / beta)	5.77 / 5.75	eV
highest occupied orbital energy (alpha / beta)	-4.0 / -4.0	eV

Geometry (Å):
Rb (12.038, 12.415, 14.030)
Si (11.041, 7.500, 12.670)
Si (9.734, 9.956, 10.739)
O (10.349, 14.630, 13.431)
N (13.199, 10.338, 16.351)
N (10.603, 10.571, 17.276)
N (12.925, 11.333, 17.168)
N (8.142, 14.250, 13.299)
N (17.403, 12.129, 7.636)
N (10.308, 10.856, 15.937)
N (10.930, 11.105, 20.369)
N (11.195, 13.714, 16.810)
N (11.109, 12.950, 17.947)
N (11.874, 11.079, 19.443)
C (15.054, 12.365, 11.835)
C (7.929, 9.365, 10.934)
C (11.448, 10.791, 21.533)
C (9.547, 9.888, 15.493)
C (9.396, 8.885, 16.494)
C (14.134, 10.446, 10.788)
C (14.992, 11.729, 16.512)
C (12.279, 7.347, 14.073)
C (9.899, 14.770, 18.288)
C (10.116, 9.357, 17.613)
C (14.458, 10.562, 15.928)
C (9.347, 6.931, 13.211)
C (10.270, 13.567, 18.807)
C (9.290, 14.813, 12.852)
C (10.503, 14.825, 17.002)
C (12.770, 10.390, 21.392)
C (14.909, 10.635, 9.670)
C (8.191, 13.444, 14.524)
C (6.867, 14.717, 12.877)
C (11.790, 6.631, 11.149)
C (9.174, 15.888, 11.777)
C (13.988, 12.134, 17.347)
C (13.027, 10.657, 20.077)
C (15.844, 12.651, 10.668)
C (10.791, 9.229, 12.149)
C (9.742, 11.806, 10.622)
C (16.666, 11.952, 8.542)
C (10.494, 9.304, 9.153)
C (14.113, 11.332, 11.867)
C (15.771, 11.747, 9.601)
B (11.617, 11.499, 17.961)
H (11.522, 9.606, 9.109)
H (10.415, 8.222, 8.991)
H (6.161, 13.908, 13.017)
H (13.505, 10.028, 22.116)
H (9.185, 13.155, 14.758)
H (13.917, 10.503, 19.501)
H (11.850, 5.546, 11.314)
H (12.794, 7.027, 10.903)
H (11.579, 9.843, 12.505)
H (7.865, 8.283, 10.633)
H (10.702, 12.255, 10.690)
H (7.528, 12.564, 14.458)
H (13.494, 9.576, 10.805)
H (8.975, 7.570, 14.009)
H (9.050, 12.217, 11.363)
H (15.015, 9.935, 8.802)
H (8.657, 7.067, 12.380)
H (15.095, 13.091, 12.635)
H (14.874, 9.879, 15.190)
H (8.721, 15.496, 10.866)
H (11.106, 6.723, 10.298)
H (9.202, 5.926, 13.522)
H (7.924, 14.037, 15.423)
H (15.917, 12.167, 16.313)
H (10.397, 15.517, 16.157)
H (7.588, 9.413, 11.962)
H (8.553, 16.677, 12.211)
H (10.025, 9.812, 8.331)
H (11.964, 7.902, 14.964)
H (16.555, 13.448, 10.589)
H (13.226, 7.709, 13.728)
H (6.568, 15.649, 13.393)
H (10.244, 8.904, 18.552)
H (8.891, 7.921, 16.517)
H (9.905, 13.111, 19.729)
H (6.988, 14.989, 11.819)
H (9.317, 15.463, 18.809)
H (12.472, 6.260, 14.298)
H (13.986, 12.969, 17.956)
H (7.253, 9.885, 10.261)
H (10.142, 16.250, 11.575)
H (9.383, 12.084, 9.641)
H (10.838, 10.691, 22.416)
H (9.177, 9.887, 14.500)

=====

Record 4
# C30H44Br2HfN2P2

C30H44Br2HfN2P2 as an isolated structure at a distorted geometry (the ωB97M-V functional and the def2-TZVPD basis, OMol25).

electronic energy	-7156.05995	a.u.
net charge	+4
HOMO-LUMO gap (alpha / beta)	3.03 / 3.03	eV
highest occupied orbital energy (alpha / beta)	-17.9 / -17.9	eV

Geometry (Å):
Hf (-0.820, 0.358, 0.357)
Br (-3.154, -1.424, 5.495)
Br (1.527, 1.495, 0.529)
P (3.639, -0.170, 0.485)
P (-1.235, -2.116, -0.126)
N (-1.492, 0.815, 2.434)
N (-5.693, 3.080, -2.667)
C (-0.892, 1.277, -1.655)
C (0.254, 3.537, -1.422)
C (-2.843, -2.715, -0.806)
C (-1.866, 1.134, 5.219)
C (-2.375, 0.029, 4.540)
C (-4.889, 2.214, -3.290)
C (-1.019, -3.254, 1.330)
C (4.140, -1.619, -1.878)
C (0.203, 2.270, -2.042)
C (-3.399, 2.004, -1.396)
C (-3.742, 1.636, -2.704)
C (-1.215, 2.116, 4.456)
C (-4.085, -2.121, -0.147)
C (-5.382, 3.416, -1.406)
C (-1.085, 1.957, 3.071)
C (-0.041, -2.894, -1.312)
C (4.401, 1.517, 0.406)
C (1.326, 1.869, -2.813)
C (1.517, 4.134, -1.121)
C (2.583, 2.474, -2.551)
C (3.079, -0.787, -1.134)
C (0.088, -2.144, -2.632)
C (2.574, 3.462, -1.629)
C (-1.374, -4.730, 1.120)
C (5.908, 1.578, 0.207)
C (-2.264, -0.085, 3.151)
C (4.074, -1.689, 2.883)
C (-2.026, 1.711, -0.790)
C (3.035, -1.022, 1.972)
C (-4.298, 2.836, -0.704)
H (-0.992, -5.306, 1.977)
H (-4.135, -2.320, 0.931)
H (3.481, 2.165, -3.078)
H (4.320, -2.572, -1.356)
H (4.784, -2.305, 2.328)
H (-3.104, 0.955, -3.263)
H (2.491, -0.237, 2.513)
H (3.919, 2.116, -0.393)
H (-4.169, -1.036, -0.310)
H (-1.066, 0.541, -2.459)
H (6.228, 2.616, 0.377)
H (0.936, -2.938, -0.798)
H (-0.370, -3.935, -1.485)
H (2.169, -1.387, -0.965)
H (-0.651, 2.739, 2.443)
H (2.756, 0.081, -1.737)
H (-2.702, -0.901, 2.578)
H (0.759, -2.691, -3.307)
H (1.550, 5.020, -0.485)
H (-1.822, 2.574, -0.089)
H (-1.604, -2.820, 2.153)
H (-0.874, -2.047, -3.150)
H (3.776, -1.831, -2.895)
H (4.129, 2.002, 1.358)
H (-2.857, -2.475, -1.883)
H (4.638, -0.933, 3.433)
H (3.573, -2.329, 3.614)
H (1.210, 1.075, -3.553)
H (-1.947, 1.193, 6.301)
H (-0.710, 4.011, -1.169)
H (6.158, 1.283, -0.820)
H (0.037, -3.163, 1.620)
H (-5.163, 1.947, -4.313)
H (-6.023, 4.167, -0.930)
H (2.269, -1.741, 1.647)
H (-0.917, -5.155, 0.213)
H (-0.817, 3.004, 4.932)
H (-4.972, -2.595, -0.594)
H (-2.462, -4.892, 1.086)
H (6.410, 0.919, 0.926)
H (5.096, -1.079, -1.951)
H (0.513, -1.137, -2.515)
H (-2.850, -3.817, -0.713)
H (-4.155, 3.085, 0.349)

=====

Record 5
# C30H44BrMnN3P2

C30H44BrMnN3P2 as an isolated structure at a distorted geometry (the ωB97M-V functional and the def2-TZVPD basis, OMol25).

expectation value of S²	8.97
electronic energy	-5740.94328	a.u.
relative energy (zero: lowest compared OMol25 entry of this formula, charge and spin)	9.2	kcal per mole
2S+1	6
net charge	+2
HOMO-LUMO gap (alpha / beta)	6.19 / 4.01	eV
highest occupied orbital energy (alpha / beta)	-12.7 / -12.8	eV

Geometry (Å):
Br (-2.124, -1.498, 2.471)
Mn (-0.079, -0.305, 2.282)
P (-2.791, -3.707, -1.659)
P (1.821, -1.358, 1.402)
N (2.133, 3.488, 6.634)
N (0.482, 0.902, 3.839)
N (-1.320, 7.421, -6.047)
C (-1.563, 0.741, 0.037)
C (2.978, -3.974, 1.432)
C (1.994, 1.297, 5.671)
C (-0.932, 6.875, -3.752)
C (-3.335, -2.149, -3.884)
C (1.564, -1.608, -0.394)
C (-3.306, -3.570, 0.086)
C (3.308, -0.332, 1.687)
C (-0.964, -3.870, -1.593)
C (1.593, 2.648, 5.727)
C (-4.727, -4.088, 0.307)
C (-0.433, 0.859, 0.832)
C (-1.508, 6.133, -6.327)
C (-1.122, 5.505, -4.020)
C (-1.418, 5.139, -5.346)
C (0.535, 1.866, 0.710)
C (4.663, -1.038, 1.629)
C (-0.942, 3.638, -2.136)
C (-0.552, -5.327, -1.835)
C (-1.735, 1.676, -0.973)
C (-1.041, 7.797, -4.800)
C (0.083, 2.208, 3.900)
C (-3.074, -2.036, -2.375)
C (0.361, 2.794, -0.304)
C (1.432, 0.462, 4.720)
C (2.547, -0.927, -1.339)
C (2.068, -2.997, 2.173)
C (-1.019, 4.510, -2.982)
C (-0.771, 2.683, -1.130)
C (0.589, 3.089, 4.840)
H (-4.029, -2.968, -4.109)
H (-1.580, 4.102, -5.614)
H (-0.623, -3.502, -0.613)
H (-3.230, -2.507, 0.349)
H (3.119, -4.863, 2.058)
H (1.081, 3.599, -0.450)
H (2.545, 0.165, -1.228)
H (-0.709, -5.945, -0.942)
H (0.546, -1.240, -0.599)
H (-0.556, -3.221, -2.384)
H (4.776, -1.784, 2.426)
H (0.229, 4.118, 4.899)
H (-2.313, -0.033, 0.196)
H (4.853, -1.525, 0.663)
H (3.971, -3.559, 1.226)
H (-0.647, 2.531, 3.153)
H (3.575, -1.289, -1.201)
H (-0.898, 8.868, -4.620)
H (-3.778, -1.221, -4.262)
H (-2.409, -2.331, -4.444)
H (5.453, -0.288, 1.775)
H (-2.583, -4.121, 0.703)
H (0.509, -5.387, -2.106)
H (1.737, -0.578, 4.612)
H (-2.609, 1.636, -1.630)
H (3.186, 0.132, 2.679)
H (-4.891, -5.045, -0.201)
H (2.541, -4.313, 0.487)
H (-5.468, -3.375, -0.067)
H (-3.960, -1.622, -1.868)
H (-1.738, 5.872, -7.366)
H (-1.130, -5.777, -2.653)
H (-2.204, -1.398, -2.155)
H (2.726, 0.927, 6.385)
H (1.062, -3.436, 2.289)
H (-4.909, -4.236, 1.377)
H (1.545, -2.691, -0.584)
H (3.281, 0.489, 0.956)
H (-0.706, 7.224, -2.752)
H (1.399, 1.956, 1.375)
H (1.865, 4.461, 6.680)
H (2.453, -2.812, 3.190)
H (2.257, -1.147, -2.375)
H (2.861, 3.186, 7.266)